Computed, not measured: C20H48BIN6O10S as an isolated structure, with wB97M-V/def2-TZVPD.

Summary:
Kohn-Sham gap (eV): 7.422
Total energy (Ha): -2592.5710
HOMO energy (eV): -8.79
Maximum force (eV/Å): 3.230

ORCA input file:
```
! wB97M-V def2-TZVPD RIJCOSX def2/J DEFGRID3
* xyz 0 1
C -4.1045 -0.1568 -0.7128
C -2.6256 0.1874 -0.8334
B -1.7392 -0.3161 0.3236
O -1.3381 -1.5736 0.3569
O -1.2183 0.4921 1.3845
S -2.2582 0.7907 2.5212
O -3.2569 -0.1904 2.3467
O -2.8831 2.1902 1.9332
I -4.8611 2.3567 2.2573
H -4.6026 0.1032 -1.6301
H -4.5886 0.3833 0.0786
H -4.2686 -1.2131 -0.5691
H -2.5422 1.2485 -0.9772
H -2.2534 -0.2843 -1.7276
H -2.0257 -2.1771 0.0048
C -1.2863 4.0110 -0.9216
O -2.1780 4.4067 -1.6534
N 0.0222 4.1023 -1.1794
C 1.0055 3.5972 -0.2524
C 0.4783 4.7070 -2.4192
H -1.4919 3.5321 0.0552
H 1.6730 4.3938 0.0861
H 1.6056 2.8128 -0.7225
H 0.5005 3.1742 0.6146
H 0.1311 5.7376 -2.5011
H 0.0981 4.1497 -3.2684
H 1.5642 4.6891 -2.4409
C 0.2377 0.5714 -4.1393
O -0.3338 1.2416 -3.2952
N -0.3556 0.0965 -5.2403
C 0.3579 -0.6898 -6.2255
C -1.7654 0.3969 -5.4422
H 1.3048 0.2997 -4.0728
H 0.3467 -0.1972 -7.1990
H -0.0887 -1.6800 -6.3323
H 1.3919 -0.8086 -5.9106
H -1.9277 1.4731 -5.4834
H -2.3643 0.0028 -4.6217
H -2.0905 -0.0541 -6.3753
C -8.1103 -0.4085 0.4426
O -9.0799 -0.3625 -0.2900
N -7.5662 -1.5415 0.9125
C -6.4088 -1.5365 1.7856
C -8.1676 -2.8050 0.5212
H -7.5794 0.4989 0.7897
H -5.5724 -2.0671 1.3280
H -6.6402 -2.0066 2.7434
H -6.1016 -0.5104 1.9668
H -8.1478 -2.9224 -0.5619
H -9.2083 -2.8526 0.8404
H -7.6111 -3.6158 0.9829
C 4.6573 4.4295 -3.1167
O 3.7576 4.4684 -3.9381
N 5.0893 3.3110 -2.5130
C 6.1704 3.3165 -1.5467
C 4.4337 2.0600 -2.8419
H 5.1984 5.3334 -2.7841
H 6.9975 2.6892 -1.8827
H 5.8305 2.9483 -0.5774
H 6.5354 4.3330 -1.4230
H 4.5237 1.8455 -3.9075
H 3.3729 2.1170 -2.5992
H 4.8933 1.2588 -2.2694
C 3.8952 -0.7394 1.1183
O 5.0338 -1.0958 0.8634
N 2.8978 -1.5572 1.4705
C 1.5590 -1.0632 1.7512
C 3.1656 -2.9843 1.5699
H 3.5814 0.3210 1.0734
H 1.2736 -1.3069 2.7771
H 0.8429 -1.5177 1.0757
H 1.5287 0.0162 1.6265
H 3.9470 -3.1695 2.3048
H 3.5130 -3.3708 0.6122
H 2.2599 -3.5010 1.8714
C 3.0493 -5.3476 5.4515
O 2.3990 -5.2896 4.4254
N 3.5332 -4.2820 6.1060
C 4.3041 -4.4098 7.3258
C 3.2677 -2.9602 5.5612
H 3.3016 -6.3049 5.9424
H 3.8125 -3.8961 8.1540
H 5.3034 -3.9886 7.2017
H 4.4019 -5.4618 7.5811
H 2.1928 -2.7877 5.5019
H 3.6793 -2.8810 4.5561
H 3.7216 -2.2095 6.2008
*
```

---

Computed, not measured: C27H35Cl20N5 as an isolated structure, with wB97M-V/def2-TZVPD.

Summary:
Kohn-Sham gap (eV): 7.947
Total energy (Ha): -10527.1933
HOMO energy (eV): -8.01
Maximum force (eV/Å): 3.338

ORCA input file:
```
! wB97M-V def2-TZVPD RIJCOSX def2/J DEFGRID3
* xyz 0 1
C -0.0830 2.0056 1.3594
C -1.0154 0.9319 0.6765
N -1.2661 -0.2670 1.4543
C -1.9289 -1.2499 0.6414
C -1.3950 -2.7153 1.1005
C -2.0127 -0.0150 2.6809
C -1.0973 -0.3684 3.8598
H -0.0929 2.9944 0.9009
H 0.8800 1.4951 1.3675
H -0.2683 2.1316 2.4262
H -1.9815 1.4232 0.5614
H -0.4988 0.7177 -0.2592
H -3.0062 -1.1544 0.7774
H -1.7071 -1.1176 -0.4176
H -1.6690 -2.8065 2.1515
H -1.7373 -3.5773 0.5278
H -0.3098 -2.8108 1.1361
H -2.9232 -0.6142 2.6848
H -2.2345 1.0468 2.7882
H -0.7341 -1.3960 3.8506
H -1.4520 -0.2042 4.8773
H -0.1961 0.2443 3.8363
C 4.8534 -0.7256 5.2563
Cl 4.0123 0.6311 4.4854
Cl 6.1356 -1.3796 4.1980
Cl 5.5710 0.0217 6.7724
Cl 3.8356 -2.1120 5.7557
C -7.9050 -1.8012 1.0270
Cl -7.6933 -1.6012 -0.6538
Cl -6.8239 -3.1710 1.5423
Cl -7.4389 -0.2978 1.8632
Cl -9.5844 -2.2823 1.2859
C -3.6078 6.8996 4.9406
Cl -3.6202 5.1051 4.7726
Cl -4.1462 7.4851 6.5622
Cl -1.9898 7.4618 4.7460
Cl -4.5336 7.5975 3.7518
C -3.8003 -5.4690 -4.4445
Cl -2.3727 -5.0801 -3.5768
Cl -3.4222 -6.1916 -6.0136
Cl -4.6628 -6.7480 -3.5112
Cl -4.7933 -3.9822 -4.5929
C 4.1219 -3.5978 -2.2485
Cl 3.4277 -2.6396 -0.9105
Cl 2.8665 -4.7286 -2.8130
Cl 4.6137 -2.4551 -3.5143
Cl 5.4534 -4.6461 -1.8267
N -0.7587 -0.7701 -7.6404
C -1.7824 0.0880 -7.9239
C -2.2484 0.5934 -6.6400
C -1.6670 -0.2399 -5.6446
C -0.6119 -0.9779 -6.2595
H -0.0870 -1.0553 -8.3387
H -2.0046 0.3459 -8.9488
H -2.9618 1.3694 -6.4049
H -2.0092 -0.2401 -4.6202
H 0.1494 -1.5807 -5.7867
N 5.8196 3.2999 0.7321
C 6.8731 4.1083 0.7164
C 7.5419 3.9191 -0.4623
C 6.8728 2.9791 -1.2210
C 5.8593 2.5193 -0.4202
H 5.2362 3.2304 1.5536
H 7.0796 4.7678 1.5464
H 8.4991 4.3403 -0.7322
H 7.2555 2.7005 -2.1918
H 5.1790 1.7091 -0.6372
N 1.8081 -7.9710 1.3583
C 2.8504 -8.7181 0.8523
C 3.9434 -8.6538 1.7446
C 3.5573 -7.9403 2.8460
C 2.2762 -7.5552 2.6325
H 0.9323 -7.7938 0.8874
H 2.7089 -9.2026 -0.1026
H 4.9285 -9.0688 1.5905
H 4.1780 -7.6919 3.6942
H 1.5802 -6.9488 3.1931
N -2.6845 8.9631 -0.8943
C -3.4168 7.8909 -1.3322
C -2.5447 6.8743 -1.5556
C -1.2650 7.3261 -1.1386
C -1.3784 8.5921 -0.6431
H -3.1142 9.8565 -0.7013
H -4.4546 8.0271 -1.5979
H -2.7677 5.8951 -1.9530
H -0.3719 6.7448 -1.3141
H -0.7676 9.2804 -0.0778
*
```